Density functional theory data (the ωB97M-V functional and the def2-TZVPD basis) for the molecule C34H41BrFN3O4S in a non-equilibrium geometry.

Output
E_HOMO in eV: -7.76
Calculated total energy in Eh: -4857.3778
Structure (SMILES): COCCCCCCCCc1c(C[C@H](C)F)cc2c(c1Br)Sc1c(cc(ON=O)c(Cc3ccccc3)c1N(C)C(C)=O)N2
HOMO-LUMO gap in eV: 7.00

The geometry in XYZ format:
```
85
C34H41BrFN3O4S | the Open Molecules 2025 dataset | the ωB97M-V functional and the def2-TZVPD basis
C -4.3166 -2.2754 -2.2223
O -3.0389 -2.8409 -1.9964
C -3.1213 -3.9855 -1.1699
C -1.7328 -4.6201 -1.0466
C -1.3401 -4.9423 0.4144
C 0.0765 -4.4374 0.7028
C 0.7062 -4.9985 1.9753
C -0.1444 -4.8290 3.2501
C 0.4888 -3.8264 4.2508
C -0.2996 -2.4995 4.2782
C -0.4523 -1.8629 2.9227
C -1.6790 -1.8290 2.2319
C -2.9671 -2.3938 2.8177
C -4.0636 -1.3354 2.8724
C -3.6238 -0.0772 3.6149
F -5.1831 -1.8802 3.4760
C -1.7637 -1.2757 0.9587
C -0.6629 -0.7097 0.3332
C 0.5542 -0.7034 1.0118
C 0.6470 -1.2627 2.2825
Br 2.3523 -1.1682 3.1292
S 1.9482 0.0091 0.1661
C 1.1015 1.3742 -0.6125
C -0.1792 1.1171 -1.0989
C -0.8972 2.1231 -1.7353
C -0.3237 3.3752 -1.8555
O -0.9949 4.4341 -2.4520
N -2.1962 4.0567 -3.1826
O -1.9497 3.8118 -4.2839
C 0.9565 3.6664 -1.3697
C 1.4723 5.0735 -1.4987
C 2.3085 5.3515 -2.7246
C 3.2351 6.3964 -2.6775
C 4.0299 6.7049 -3.7725
C 3.8937 5.9584 -4.9385
C 2.9543 4.9361 -5.0024
C 2.1594 4.6308 -3.9061
C 1.6806 2.6451 -0.7436
N 2.9829 2.9650 -0.2227
C 3.0932 2.8843 1.2455
C 4.0577 2.2755 -0.8974
C 4.7208 2.9569 -2.0496
O 4.4265 1.1963 -0.5548
N -0.7354 -0.1650 -0.9551
H -5.0332 -3.0395 -2.5185
H -4.2186 -1.5617 -3.0342
H -4.6615 -1.7380 -1.3352
H -3.8218 -4.7196 -1.5808
H -3.5058 -3.6947 -0.1859
H -1.6813 -5.5177 -1.6520
H -1.0376 -3.8664 -1.4039
H -2.0543 -4.4628 1.0730
H -1.3253 -6.0134 0.6058
H 0.6845 -4.7479 -0.1476
H 0.0814 -3.3490 0.6947
H 1.6815 -4.5303 2.0907
H 0.9024 -6.0581 1.8132
H -0.3181 -5.7811 3.7433
H -1.1247 -4.4344 3.0019
H 1.5195 -3.6354 3.9901
H 0.5037 -4.2136 5.2674
H -1.2536 -2.6992 4.7469
H 0.2177 -1.7992 4.9357
H -3.3131 -3.1916 2.1648
H -2.8135 -2.7685 3.8169
H -4.3548 -1.0446 1.8655
H -3.2133 0.6411 2.9163
H -2.8869 -0.3134 4.3774
H -4.4741 0.3814 4.1114
H -2.7018 -1.2834 0.4213
H -1.8802 1.8947 -2.1136
H 2.0821 5.2683 -0.6190
H 0.6480 5.7777 -1.4536
H 3.3303 6.9688 -1.7655
H 4.7344 7.5174 -3.6947
H 4.5232 6.1971 -5.7816
H 2.8488 4.3637 -5.9125
H 1.4257 3.8391 -3.9271
H 3.9059 2.2330 1.5448
H 3.2459 3.8695 1.6826
H 2.1952 2.4614 1.6822
H 4.1717 2.6669 -2.9415
H 5.7151 2.5416 -2.1526
H 4.7440 4.0343 -1.9535
H -1.6681 -0.2161 -1.3378
```